The following is a quantum chemistry calculation of an isolated molecule of C22H23N3O3, from the OMol25 dataset.

Last column: Löwdin charge in e.
Atoms and positions in Å:
O: -2.925 -0.938 2.908  0.12
O: 2.005 -1.108 -0.526  0.07
O: -0.744 0.778 -0.706  0.13
N: 2.132 0.756 0.719  -0.03
N: -1.887 -0.364 0.936  0.11
N: 0.091 2.143 1.994  -0.11
C: -2.405 -0.119 2.200  -0.41
C: 1.937 1.283 -2.594  -0.01
C: -2.212 1.354 2.496  -0.02
C: 3.788 2.181 -3.830  -0.09
C: -1.036 -2.188 -0.451  0.00
C: -3.568 -3.379 -0.396  -0.27
C: -2.080 -1.596 0.244  -0.16
C: -1.272 -3.376 -1.121  -0.06
C: 4.661 1.741 -2.849  -0.08
C: 2.811 0.851 -1.604  -0.16
C: 4.176 1.076 -1.737  -0.04
C: 1.525 0.083 1.852  -0.10
C: 2.428 1.951 -3.702  -0.07
C: 2.328 2.172 0.892  -0.12
C: -2.521 -3.969 -1.092  -0.05
C: 0.770 1.095 2.727  -0.14
C: -1.222 1.843 1.444  -0.20
C: 0.971 2.864 1.076  -0.13
C: -1.227 0.721 0.395  -0.35
C: -4.932 -3.998 -0.369  -0.05
C: 2.276 0.076 -0.442  -0.43
C: -3.339 -2.181 0.266  0.03
H: 0.056 0.554 3.348  0.12
H: -1.881 1.522 3.519  0.13
H: -3.182 1.843 2.382  0.14
H: 0.880 1.093 -2.483  0.10
H: 4.169 2.699 -4.698  0.10
H: -0.463 -3.841 -1.663  0.11
H: -4.143 -1.708 0.809  0.12
H: -1.566 2.766 0.966  0.16
H: -2.687 -4.900 -1.615  0.11
H: -5.600 -3.464 -1.045  0.08
H: 2.297 -0.419 2.450  0.14
H: -0.055 -1.744 -0.482  0.08
H: 4.854 0.726 -0.971  0.12
H: 2.966 2.335 1.768  0.13
H: -5.357 -3.944 0.632  0.08
H: 1.748 2.289 -4.469  0.10
H: 2.831 2.583 0.016  0.12
H: -4.893 -5.039 -0.680  0.07
H: 0.858 -0.691 1.464  0.11
H: 1.474 1.595 3.400  0.12
H: 5.722 1.913 -2.952  0.10
H: 1.130 3.877 1.468  0.12
H: 0.497 2.944 0.095  0.12

Output
E_HOMO in eV: -8.65
LUMO level in eV: 0.663
E in a.u.: -1242.18180

The following is a quantum chemistry calculation of an isolated molecule of C22H23N3O3 in a non-equilibrium geometry, from the OMol25 dataset.

Last column: Löwdin charge in e.
Atoms and positions in Å:
O: -0.126 -3.601 -0.836  0.07
O: -1.215 0.576 -1.608  0.04
O: 1.894 -0.378 2.625  0.04
N: -0.353 -1.799 0.504  0.09
N: -2.628 -0.996 -0.799  0.02
N: 2.068 -0.157 0.391  -0.08
C: -3.591 3.661 -0.015  -0.07
C: -5.016 1.971 0.936  -0.03
C: 6.031 1.613 -1.309  -0.09
C: 6.368 0.055 0.481  -0.08
C: -3.960 -2.826 0.167  -0.01
C: 1.868 -0.603 -0.969  -0.01
C: -1.796 -1.989 -1.438  -0.04
C: -4.706 3.296 0.741  -0.07
C: 4.699 1.734 -0.952  -0.05
C: -4.217 0.964 0.375  -0.16
C: -0.680 -2.559 -0.557  -0.50
C: 5.039 0.180 0.841  -0.03
C: 0.813 -2.055 1.318  -0.06
C: 4.194 1.022 0.127  -0.22
C: -3.701 -1.366 -0.022  -0.24
C: 2.745 1.125 0.521  -0.10
C: -2.792 2.691 -0.571  0.00
C: 6.867 0.772 -0.595  -0.09
C: 1.655 -0.790 1.503  -0.45
C: -4.485 -0.423 0.554  0.01
C: -3.096 1.338 -0.387  -0.08
C: -2.239 0.329 -0.982  -0.37
H: 4.048 2.391 -1.513  0.11
H: -3.359 4.705 -0.159  0.10
H: 7.018 -0.600 1.041  0.10
H: -5.325 -0.718 1.160  0.12
H: -1.289 -1.489 -2.273  0.14
H: 0.970 -0.149 -1.398  0.08
H: -3.058 -3.347 0.487  0.09
H: 4.645 -0.371 1.682  0.12
H: 2.662 1.420 1.571  0.13
H: -2.389 -2.811 -1.839  0.13
H: -0.816 -0.917 0.654  0.15
H: 2.731 -0.294 -1.560  0.10
H: 0.515 -2.384 2.320  0.13
H: 1.792 -1.686 -1.027  0.09
H: -4.730 -2.966 0.920  0.09
H: 7.905 0.675 -0.876  0.10
H: 6.416 2.174 -2.149  0.10
H: 1.385 -2.858 0.844  0.13
H: 2.225 1.857 -0.105  0.13
H: -5.878 1.689 1.522  0.11
H: -5.329 4.063 1.176  0.11
H: -1.923 2.942 -1.161  0.12
H: -4.306 -3.285 -0.759  0.09

Output
E_HOMO in eV: -8.38
LUMO level in eV: 0.344
E in a.u.: -1242.20446

The following is a quantum chemistry calculation of an isolated molecule of C22H23N3O3, from the OMol25 dataset.

Last column: Löwdin charge in e.
Atoms and positions in Å:
O: 4.218 -1.758 -1.444  0.14
O: -0.870 0.015 2.513  0.07
O: 5.653 2.249 0.188  0.14
N: 5.228 0.192 -0.753  0.02
N: -4.688 -1.392 -0.373  -0.23
N: -1.033 -1.010 0.506  0.09
C: -3.696 2.506 -1.974  -0.08
C: 7.212 -1.176 0.780  0.02
C: -3.646 1.136 -1.799  -0.03
C: 1.825 -0.613 0.242  0.06
C: 4.190 -0.723 -0.828  -0.36
C: 3.087 -0.131 -0.030  -0.06
C: 7.477 -0.758 -0.441  -0.14
C: -2.392 -1.461 0.675  -0.12
C: -3.407 3.350 -0.915  -0.09
C: -3.310 -0.928 -0.450  -0.28
C: 4.916 1.316 0.002  -0.36
C: -3.312 0.584 -0.567  -0.19
C: 0.989 0.169 1.044  -0.10
C: 3.524 1.099 0.470  -0.06
C: -4.864 -2.800 -0.650  -0.10
C: 6.525 -0.028 -1.345  -0.13
C: -3.038 1.438 0.493  -0.04
C: -0.386 -0.274 1.435  -0.46
C: -5.402 -0.990 0.820  -0.08
C: 2.707 1.873 1.269  0.03
C: 1.437 1.386 1.554  0.02
C: -3.080 2.811 0.316  -0.07
H: -2.783 1.051 1.467  0.10
H: -4.520 -3.456 0.163  0.08
H: -3.877 0.479 -2.625  0.11
H: -3.959 2.916 -2.938  0.10
H: -4.330 -3.062 -1.563  0.09
H: -3.441 4.421 -1.048  0.10
H: -2.413 -2.557 0.655  0.13
H: 6.253 -1.024 1.250  0.06
H: -5.926 -2.988 -0.807  0.09
H: -5.105 -1.556 1.715  0.09
H: 0.765 1.944 2.189  0.12
H: 8.448 -0.927 -0.885  0.10
H: -5.238 0.070 0.999  0.08
H: -2.918 -1.323 -1.398  0.14
H: 6.945 0.951 -1.601  0.13
H: -0.617 -1.140 -0.403  0.14
H: 6.380 -0.607 -2.264  0.13
H: -6.467 -1.151 0.652  0.09
H: 3.050 2.817 1.661  0.13
H: -2.859 3.461 1.150  0.10
H: 7.947 -1.695 1.370  0.06
H: 1.524 -1.580 -0.132  0.13
H: -2.722 -1.124 1.658  0.12

Output
E_HOMO in eV: -8.53
LUMO level in eV: -0.619
E in a.u.: -1242.16034

The following is a quantum chemistry calculation of an isolated molecule of C22H23N3O6S in a non-equilibrium geometry, from the OMol25 dataset.

Last column: Löwdin charge in e.
Atoms and positions in Å:
S: -4.992 0.833 1.178  0.69
O: -2.501 -0.392 -1.005  0.03
O: 2.187 -0.327 -3.162  -0.07
O: -4.806 2.211 1.502  -0.27
O: 4.463 0.877 -2.970  -0.06
O: 1.399 -3.239 3.715  0.07
O: -6.293 0.255 1.286  -0.28
N: -4.544 0.624 -0.466  0.01
N: -0.728 -2.683 3.263  0.13
N: -1.195 -0.052 -1.208  0.10
C: -2.363 1.820 -0.766  -0.17
C: 1.028 -1.882 1.803  -0.02
C: -4.041 -1.502 2.237  -0.05
C: -2.503 0.353 2.184  -0.05
C: 2.752 -0.344 -1.927  -0.21
C: -3.033 -2.327 2.692  0.01
C: 4.671 0.308 -0.609  -0.01
C: 2.194 -0.928 -0.808  0.03
C: 1.042 -1.125 -3.384  -0.07
C: 4.117 -0.314 0.496  -0.03
C: -1.483 -0.475 2.609  0.00
C: 2.867 -0.923 0.422  -0.22
C: -2.691 3.254 -0.555  -0.02
C: 0.199 1.959 -1.208  0.01
C: 2.313 -1.553 1.598  -0.01
C: -3.201 0.736 -0.747  -0.34
C: 5.715 1.517 -2.950  -0.08
C: 0.634 -2.619 3.005  -0.47
C: -1.733 -1.832 2.843  -0.23
C: -3.766 -0.172 1.981  -0.29
C: 4.007 0.306 -1.827  -0.20
C: -1.095 1.246 -1.066  -0.28
H: 0.804 -0.998 -4.439  0.10
H: -0.996 -3.434 3.887  0.16
H: 0.195 -0.802 -2.770  0.05
H: 1.231 -1.405 -0.879  0.10
H: -5.044 -1.865 2.079  0.12
H: 1.256 -2.179 -3.185  0.10
H: 0.259 -1.673 1.075  0.10
H: 5.871 1.887 -3.962  0.10
H: -0.494 -0.079 2.775  0.12
H: 3.011 -1.763 2.400  0.13
H: 0.714 1.638 -2.109  0.08
H: 4.656 -0.312 1.431  0.11
H: -1.919 3.734 0.043  0.09
H: -3.643 3.340 -0.041  0.06
H: -2.754 3.771 -1.512  0.09
H: 0.031 3.031 -1.253  0.08
H: 5.634 0.783 -0.514  0.10
H: -2.341 1.406 2.021  0.12
H: -3.234 -3.365 2.909  0.12
H: 5.726 2.360 -2.252  0.10
H: 0.843 1.732 -0.360  0.09
H: -4.945 -0.238 -0.810  0.13
H: 6.519 0.821 -2.692  0.10

Output
E_HOMO in eV: -8.06
LUMO level in eV: -0.110
E in a.u.: -1865.97682

The following is a quantum chemistry calculation of an isolated molecule of C22H23N3O7S in a non-equilibrium geometry, from the OMol25 dataset.

Last column: Löwdin charge in e.
Atoms and positions in Å:
S: -0.395 4.051 -2.501  0.83
O: -2.487 1.545 -4.449  0.10
O: -0.229 -3.056 5.533  0.06
O: 0.948 2.424 1.310  0.09
O: -1.399 -0.623 -3.040  0.09
O: -1.553 0.095 -5.866  0.13
O: 2.997 -3.376 2.928  -0.07
O: -1.484 -1.376 6.012  0.09
N: 0.031 1.100 -3.017  0.11
N: -0.936 -2.114 5.222  -0.35
N: -0.031 1.226 -0.298  0.14
C: 1.893 -0.922 0.526  -0.03
C: 2.444 -2.050 1.088  0.01
C: -1.108 -0.975 -0.303  0.04
C: -1.094 -1.850 3.823  -0.17
C: 1.549 -0.015 2.719  -0.01
C: 3.036 -3.610 4.322  -0.07
C: -2.124 3.750 -2.026  -0.37
C: 0.356 2.691 -4.857  -0.18
C: -0.074 1.276 -4.448  -0.21
C: -1.162 -1.262 1.120  -0.20
C: -0.709 0.158 -2.405  -0.42
C: 0.771 1.329 0.818  -0.43
C: -0.800 -2.540 1.557  -0.01
C: -0.516 3.821 -4.319  -0.44
C: -0.737 -2.829 2.901  0.01
C: -1.574 -0.311 2.059  -0.01
C: 2.512 -2.198 2.478  -0.28
C: -0.618 0.121 -0.910  -0.15
C: -1.555 -0.605 3.405  0.02
C: 1.400 0.097 1.341  -0.16
C: 2.085 -1.150 3.291  0.00
C: -1.516 0.975 -4.874  -0.52
H: 1.853 -0.828 -0.549  0.12
H: -0.292 2.137 -0.670  0.09
H: -2.161 3.755 -0.941  0.03
H: -1.904 0.660 1.726  0.13
H: 0.566 0.545 -4.962  0.16
H: 2.164 -1.215 4.364  0.11
H: -1.450 -1.759 -0.966  0.13
H: -2.470 -0.122 -6.096  0.14
H: 3.716 -2.915 4.823  0.10
H: 2.826 -2.848 0.472  0.12
H: -1.856 0.120 4.145  0.13
H: -1.566 3.649 -4.539  0.07
H: 3.412 -4.625 4.435  0.10
H: 1.386 2.841 -4.525  0.12
H: 1.217 0.802 3.343  0.13
H: -0.199 4.762 -4.770  0.07
H: 0.580 1.773 -2.500  0.09
H: -2.448 2.793 -2.424  0.02
H: -0.524 -3.288 0.831  0.13
H: 0.345 2.744 -5.948  0.13
H: 2.041 -3.539 4.772  0.07
H: -2.742 4.554 -2.415  0.04
H: -0.415 -3.797 3.253  0.13

Output
E_HOMO in eV: -8.66
LUMO level in eV: -0.854
E in a.u.: -1941.23202

The following is a quantum chemistry calculation of a structure of composition C22H23N4O2Ti, from the OMol25 dataset.

Last column: Löwdin charge in e.
Atoms and positions in Å:
Ti: 0.634 -0.146 1.597  1.31
O: 1.056 0.895 0.195  -0.16
O: 1.796 1.037 -2.408  0.09
N: -0.457 -0.122 3.396  -0.03
N: 1.291 2.756 1.476  0.14
N: 0.786 1.823 2.317  -0.09
N: 2.543 -4.198 -1.193  -0.17
C: 1.738 -3.504 -0.117  -0.06
C: 0.170 2.154 3.398  0.04
C: 2.807 4.440 -3.006  0.01
C: -1.695 -1.169 5.147  0.02
C: 2.999 -5.593 -0.864  0.05
C: 2.161 4.317 -0.710  0.01
C: 2.486 -2.796 0.995  -0.19
C: -1.734 0.028 5.846  0.05
C: 1.933 -1.622 1.549  -0.16
C: -1.119 1.159 5.310  0.06
C: 1.410 2.240 0.284  -0.26
C: 2.524 3.104 -3.193  0.02
C: 2.578 -0.947 2.570  -0.12
C: 3.781 -1.391 3.120  0.01
C: 3.663 -3.247 1.567  0.01
C: -1.043 -1.209 3.929  -0.06
C: 1.862 2.936 -0.869  -0.08
C: 2.046 2.337 -2.141  -0.23
C: 3.651 -3.361 -1.761  0.04
C: -0.490 1.051 4.090  -0.21
C: 4.303 -2.557 2.605  0.02
C: 2.626 5.057 -1.759  -0.03
H: -0.989 -2.130 3.359  0.13
H: 2.655 2.629 -4.155  0.14
H: 5.229 -2.951 3.003  0.14
H: 1.383 0.623 -1.645  0.07
H: 3.807 -5.565 -0.143  0.10
H: 3.172 5.025 -3.840  0.13
H: 4.456 -3.288 -1.036  0.11
H: 0.097 3.191 3.710  0.17
H: 4.136 -4.155 1.223  0.11
H: 2.849 6.106 -1.633  0.13
H: 1.873 -4.325 -1.955  0.19
H: -2.238 0.087 6.802  0.15
H: 1.062 -4.258 0.290  0.15
H: 1.133 -2.769 -0.650  0.14
H: 2.179 0.004 2.989  0.11
H: 2.010 4.771 0.259  0.12
H: -2.162 -2.063 5.536  0.14
H: -1.132 2.106 5.833  0.15
H: 4.014 -3.845 -2.664  0.12
H: 3.266 -2.372 -2.000  0.11
H: 4.280 -0.849 3.911  0.14
H: 2.157 -6.158 -0.472  0.12
H: 3.355 -6.053 -1.783  0.12

Output
Total charge: +3
E_HOMO in eV: -16.07
LUMO level in eV: -11.140
E in a.u.: -2070.11357

The following is a quantum chemistry calculation of an isolated molecule of C22H23N5, from the OMol25 dataset.

Last column: Löwdin charge in e.
Atoms and positions in Å:
N: -2.688 0.115 2.000  -0.06
N: -1.182 -3.932 -0.280  -0.23
N: -0.330 -2.934 -0.481  0.07
N: -2.168 2.659 -1.594  0.02
N: -3.463 2.944 -1.545  0.03
C: 1.736 0.919 -1.302  -0.02
C: 3.780 0.501 0.052  -0.19
C: 4.230 -0.638 -0.612  -0.03
C: -1.693 2.137 -0.431  -0.17
C: -2.441 -3.483 -0.104  -0.03
C: -1.047 -1.826 -0.434  -0.10
C: 1.664 1.356 1.049  -0.01
C: -2.403 -2.106 -0.200  -0.22
C: -3.537 -1.155 -0.027  -0.13
C: 5.549 -1.038 -0.503  -0.08
C: 0.346 1.748 0.939  -0.01
C: -3.705 -0.760 1.457  -0.22
C: 0.422 1.322 -1.418  -0.04
C: -3.856 2.584 -0.339  -0.12
C: 6.439 -0.305 0.265  -0.09
C: 4.681 1.227 0.828  -0.04
C: -2.908 1.540 1.821  -0.19
C: -0.301 1.739 -0.296  -0.17
C: -2.792 2.072 0.423  -0.16
C: 6.000 0.829 0.930  -0.08
C: -0.729 -5.292 -0.275  -0.03
C: 2.380 0.929 -0.067  -0.18
H: -4.880 2.701 -0.043  0.11
H: -3.915 1.761 2.187  0.12
H: -4.461 -1.628 -0.365  0.11
H: 4.347 2.121 1.335  0.11
H: -0.058 1.281 -2.386  0.11
H: -3.698 -1.678 2.057  0.11
H: 7.470 -0.616 0.347  0.10
H: -1.771 -0.157 1.659  0.09
H: 3.534 -1.222 -1.195  0.11
H: -3.261 -4.153 0.067  0.13
H: -0.953 -5.769 0.681  0.09
H: -1.636 2.882 -2.420  0.15
H: 0.348 -5.282 -0.430  0.09
H: -0.185 2.076 1.819  0.11
H: -2.202 2.056 2.481  0.10
H: -0.573 -0.876 -0.577  0.08
H: 2.141 1.359 2.018  0.12
H: -3.372 -0.258 -0.627  0.10
H: 6.691 1.406 1.528  0.10
H: -4.674 -0.275 1.595  0.11
H: -1.206 -5.862 -1.075  0.09
H: 2.275 0.601 -2.182  0.12
H: 5.885 -1.926 -1.017  0.10

Output
E_HOMO in eV: -8.15
LUMO level in eV: 0.479
E in a.u.: -1125.90367

The following is a quantum chemistry calculation of an isolated molecule of C22H23N5O6 in a non-equilibrium geometry, from the OMol25 dataset.

Last column: Löwdin charge in e.
Atoms and positions in Å:
O: 0.225 5.551 -0.041  0.09
O: -3.015 1.909 -0.100  0.05
O: 0.756 1.515 -2.857  0.08
O: -0.150 -1.770 1.218  0.07
O: 2.049 4.685 0.688  0.07
O: 0.439 -0.492 -3.565  0.07
N: 0.974 0.066 1.959  0.15
N: 0.938 0.312 -2.797  -0.35
N: 2.696 -1.440 -0.262  -0.10
N: 3.270 -0.232 -0.130  0.14
N: 0.875 4.624 0.385  -0.35
C: -3.339 -0.380 -0.871  -0.20
C: -4.835 0.648 0.734  0.00
C: 1.762 -0.173 -1.770  -0.06
C: 0.901 2.319 1.168  0.04
C: 2.726 0.562 -1.024  -0.26
C: -2.130 -0.334 -1.751  -0.02
C: 0.211 3.354 0.554  -0.15
C: 3.149 -2.097 2.052  -0.17
C: -1.089 3.205 0.107  0.09
C: -1.731 1.981 0.299  -0.23
C: -3.703 0.702 -0.068  -0.22
C: 3.172 1.959 -1.228  -0.02
C: 1.790 -1.472 -1.250  -0.17
C: -4.133 -1.519 -0.820  -0.03
C: 0.263 1.097 1.337  -0.19
C: -5.613 -0.494 0.761  -0.08
C: 0.749 -1.272 1.861  -0.47
C: 1.741 -2.107 2.655  -0.10
C: 3.150 -2.518 0.581  -0.11
C: -1.055 0.934 0.925  0.08
C: -5.255 -1.584 -0.015  -0.08
C: 0.984 -2.663 -1.595  0.00
H: 1.838 0.357 2.396  0.15
H: -1.558 -0.002 1.100  0.12
H: -1.265 -0.707 -1.202  0.07
H: -5.854 -2.481 0.003  0.10
H: -1.603 4.020 -0.376  0.14
H: 3.775 -2.789 2.616  0.12
H: 1.623 -3.525 -1.779  0.09
H: 3.599 -1.105 2.115  0.10
H: -3.862 -2.366 -1.433  0.11
H: 0.306 -2.895 -0.772  0.08
H: 1.359 -3.129 2.673  0.12
H: 4.171 -2.779 0.281  0.13
H: 0.403 -2.459 -2.490  0.07
H: 2.322 2.608 -1.417  0.06
H: -1.920 0.681 -2.081  0.09
H: 3.822 2.006 -2.102  0.09
H: 1.780 -1.735 3.680  0.12
H: 2.499 -3.379 0.427  0.13
H: 3.730 2.307 -0.365  0.08
H: -2.269 -0.962 -2.628  0.09
H: -5.092 1.513 1.327  0.12
H: -6.491 -0.532 1.386  0.10
H: 1.914 2.478 1.501  0.12

Output
E_HOMO in eV: -8.76
LUMO level in eV: -0.423
E in a.u.: -1577.22427